C4H12N2S | ωB97M-V/def2-TZVPD

```
19
Properties=species:S:1:pos:R:3:forces:R:3
N 0.84715 0.04101 -2.60579 2.97 0.99 2.31
C 0.06473 0.23083 -1.32311 -0.40 2.51 -1.34
C 0.58424 0.03453 0.10498 0.65 0.49 -1.05
N 1.69775 0.92373 0.34644 0.31 0.02 -0.87
C -0.54172 0.32114 1.06574 -1.41 1.77 1.26
C -1.80363 -0.55612 0.87519 -0.22 0.98 2.14
S -1.39251 -2.24695 1.33618 0.61 -0.59 0.92
H 1.19239 -0.93062 -2.70988 -0.37 0.60 0.28
H 1.78526 0.61405 -2.40130 -2.44 -1.63 -0.98
H -0.83137 -0.37879 -1.42207 0.01 0.29 -0.24
H -0.17094 1.37104 -1.37565 -0.25 -1.86 0.06
H 0.82350 -1.01817 0.09967 0.55 -0.54 0.71
H 2.10403 1.14918 1.21538 -0.11 -0.34 1.08
H 2.11761 1.48171 -0.37297 -0.35 -0.22 -0.37
H -0.24942 0.24990 2.11832 0.48 -0.70 -0.05
H -0.76485 1.44620 1.13111 -0.05 -1.33 -1.07
H -2.68038 -0.26835 1.56276 1.37 0.05 -1.31
H -2.08852 -0.52874 -0.15643 -0.60 -0.23 -0.29
H -0.69331 -1.93559 2.51142 -0.75 -0.25 -1.20
```
Positions in Å, forces in eV/Å.

The HOMO-LUMO gap comes out at 0.350 Eh. The HOMO energy comes out at -0.3170 hartree. For the lowest unoccupied orbital energy, the calculation gives 0.909 eV. Its SMILES is NC[C@@H](N)CCS.

These are the Löwdin partial charges, in e, on atoms 1 to 4:
1. N -0.03
2. C -0.26
3. C -0.46
4. N 0.05

=====

C25H32N5O5ReSSi | ωB97M-V/def2-TZVPD

```
70
Properties=species:S:1:pos:R:3:forces:R:3
Re -0.08872 -0.63692 -0.67457 0.07 1.07 -0.20
O 0.36574 -1.35405 1.33359 -0.12 0.27 -0.50
C 1.78320 -1.23865 1.74703 0.81 0.20 -0.27
C 2.60294 -1.05624 0.41975 -0.17 -0.36 1.10
O 3.78223 -1.23025 0.41939 -0.15 0.16 -0.27
O 1.87231 -0.67262 -0.61116 -0.04 0.11 -0.80
C 1.93366 0.01303 2.59930 -0.20 -0.08 0.01
C 1.54054 -0.03164 3.93667 -0.08 0.01 -0.06
C 1.61791 1.10284 4.72825 -0.05 0.00 0.05
C 2.08291 2.29468 4.19151 0.03 0.01 -0.01
C 2.47010 2.34731 2.86142 0.01 0.05 -0.03
C 2.39313 1.21409 2.06527 0.04 -0.08 0.01
C 2.20687 -2.52407 2.42103 -0.20 -0.18 0.03
C 3.32718 -2.54477 3.24654 -0.07 0.10 -0.07
C 3.74080 -3.73244 3.82589 0.05 0.03 -0.01
C 3.05063 -4.91052 3.57849 0.01 0.01 -0.01
C 1.94654 -4.89814 2.74099 0.05 -0.08 0.05
C 1.52537 -3.71054 2.16269 -0.02 0.03 -0.01
H -0.19186 -1.24250 2.11926 -0.12 0.06 -0.13
H 1.18699 -0.96238 4.36454 0.06 -0.03 0.03
H 1.33074 1.05425 5.77027 -0.02 -0.01 -0.02
H 2.15871 3.17678 4.81356 0.00 -0.01 0.00
H 2.85328 3.26961 2.44318 -0.01 -0.02 0.00
H 2.72014 1.27244 1.03469 0.03 0.00 -0.02
H 3.87739 -1.63047 3.42258 0.03 -0.01 0.04
H 4.61093 -3.73579 4.46865 0.00 -0.01 -0.01
H 3.37975 -5.83570 4.03203 -0.01 0.00 0.00
H 1.41746 -5.81843 2.53213 -0.03 0.03 0.00
H 0.66343 -3.72264 1.50745 0.02 -0.01 0.00
C -0.33199 0.84180 -5.15507 0.24 -0.33 0.38
Si 0.26527 -0.58791 -4.06974 0.17 -0.37 -1.82
C -0.52670 -2.20121 -4.66232 0.34 0.52 0.30
C 2.13693 -0.71903 -4.08994 -0.35 0.08 0.22
O -0.32443 -0.29088 -2.56647 -0.14 -0.19 2.64
H 0.06426 0.71113 -6.16389 -0.02 0.05 -0.02
H 0.01943 1.80360 -4.77418 0.01 0.00 -0.04
H -1.42071 0.87035 -5.22341 -0.02 -0.03 -0.01
H -0.19017 -2.43093 -5.67465 -0.02 -0.04 0.00
H -1.61493 -2.12667 -4.66729 -0.01 -0.02 0.00
H -0.23950 -3.02867 -4.00936 -0.03 -0.05 -0.05
H 2.47620 -1.09553 -5.05632 -0.04 0.00 -0.03
H 2.49250 -1.40608 -3.31888 0.03 0.00 -0.03
H 2.61607 0.24666 -3.91898 -0.01 0.00 0.02
O -1.95479 -1.24967 -0.62926 -0.03 -0.17 -1.04
N -2.74643 -1.55284 0.38609 -0.27 0.32 0.82
C -3.02048 -2.80052 0.47942 0.09 -0.24 -0.08
C -2.41108 -3.77898 -0.37989 0.18 -0.01 -0.28
N -1.84083 -4.48515 -1.08360 -0.04 0.00 0.08
C -3.91585 -3.24728 1.50029 -0.25 -0.01 0.19
N -4.63778 -3.65193 2.29503 0.06 0.04 0.00
C -4.51950 2.80082 -2.21668 0.08 -0.09 -0.03
C -3.15096 2.38891 -2.75470 -0.27 0.16 0.11
N -2.30458 1.74903 -1.74893 0.11 0.08 0.01
C -1.55879 2.39354 -0.87155 -0.26 -0.27 -0.26
S -0.44161 1.56660 0.18244 0.37 -0.65 -0.01
N -1.64731 3.70961 -0.74786 0.05 0.09 0.07
C -0.88683 4.53456 0.19715 -0.09 0.00 0.33
C -1.57232 4.63385 1.55626 0.02 -0.04 -0.17
H -5.09675 3.26755 -3.01359 0.00 0.03 0.01
H -4.44840 3.50728 -1.38822 -0.03 0.00 0.00
H -5.06864 1.92789 -1.86607 0.00 0.02 0.03
H -2.61753 3.24817 -3.16933 0.04 -0.06 -0.06
H -3.28108 1.66492 -3.55503 0.10 0.01 -0.05
H -2.15733 0.75488 -1.83193 -0.01 -0.08 -0.02
H -2.40514 4.16859 -1.23030 0.03 -0.04 -0.06
H -0.78552 5.52101 -0.25095 0.06 -0.04 -0.07
H 0.10639 4.10122 0.30335 0.03 0.07 -0.11
H -2.55989 5.08466 1.45539 0.00 0.00 0.05
H -0.97916 5.25406 2.22699 0.00 0.01 -0.01
H -1.68037 3.64629 2.00558 -0.02 0.02 0.03
```
Positions in Å, forces in eV/Å.

The HOMO-LUMO gap (spin up / spin down) comes out at 0.261 / 0.273 Eh. The HOMO energy (spin up / spin down) comes out at -0.4291 / -0.4328 hartree. For the lowest unoccupied orbital energy (spin up / spin down), the calculation gives -4.573 / -4.360 eV. Its charge is +1. The spin multiplicity is 4.

These are the Löwdin partial charges, in e, on atoms 1 to 4:
1. Re 1.51
2. O -0.16
3. C -0.27
4. C -0.53

=====

C8H18FN | ωB97M-V/def2-TZVPD

```
28
Properties=species:S:1:pos:R:3:forces:R:3
C -1.26013 0.96440 1.17104 -3.02 0.99 0.08
C -2.21869 -0.91667 -0.04361 1.91 -0.84 -0.50
C -1.38161 0.89253 -1.43226 1.89 -2.17 -0.74
C 0.31478 -1.71134 1.03129 3.40 1.06 -1.18
C 1.50613 1.60308 -0.46784 1.07 -1.13 -0.69
C 2.70314 -0.38258 0.00732 2.08 -1.84 -2.70
C -1.13886 0.20539 -0.08683 0.70 -2.21 -0.72
C 0.24251 -0.49774 0.05040 2.88 -1.14 -1.00
N 1.47465 0.23583 0.11205 -4.76 1.88 0.39
F 0.39349 -1.28085 -1.51947 -0.35 0.48 1.99
H -0.63203 1.78520 1.35035 1.14 1.05 -0.03
H -1.29037 0.33197 2.03082 0.29 -0.52 0.59
H -2.29285 1.35451 1.08306 0.27 0.31 0.53
H -1.85939 -1.83240 -0.57388 -0.73 1.04 -0.51
H -3.19812 -0.55735 -0.28184 -0.40 0.08 -0.44
H -2.21716 -1.27755 0.93408 -0.59 -0.47 1.94
H -0.64680 0.30692 -2.11558 -1.24 1.70 0.65
H -1.30605 1.93512 -1.38440 0.67 1.61 -0.23
H -2.36314 0.70892 -1.80836 -0.76 -0.35 -0.06
H 1.32404 -2.22292 0.90339 -1.85 -0.25 -1.01
H 0.54296 -1.55567 2.06087 -0.51 1.64 1.08
H -0.55788 -2.25295 1.02588 -1.32 -1.90 -0.49
H 1.60211 2.31928 0.31240 0.71 0.64 0.87
H 2.42984 1.61601 -1.14986 -1.75 0.51 0.60
H 0.57082 1.90099 -0.91754 0.24 -0.38 -0.68
H 3.51748 0.32321 0.04161 0.08 0.46 0.24
H 2.96990 -1.14133 0.70394 -0.22 -0.57 0.81
H 2.77124 -0.85401 -1.03705 0.16 0.31 1.19
```
Positions in Å, forces in eV/Å.

The HOMO-LUMO gap comes out at 0.354 Eh. The HOMO energy comes out at -0.3239 hartree. For the lowest unoccupied orbital energy, the calculation gives 0.809 eV.

These are the Löwdin partial charges, in e, on atoms 1 to 4:
1. C -0.04
2. C -0.05
3. C -0.05
4. C 0.00

=====

CH4IPS | ωB97M-V/def2-TZVPD

```
8
Properties=species:S:1:pos:R:3:forces:R:3
C -0.91850 2.48935 0.53482 0.44 -1.37 0.71
P -1.59974 1.70038 2.09552 0.30 -0.13 -0.14
S 1.13082 -1.25657 1.60851 0.87 -1.49 -1.45
I 0.44468 0.84170 2.94236 -0.11 0.99 0.29
H -0.22650 1.70084 0.08805 -1.02 1.10 0.18
H -0.27592 3.34869 0.87602 -1.10 -0.37 -1.03
H -1.87429 2.57843 -0.05968 1.47 0.73 0.22
H 2.02385 -1.22271 0.50901 -0.85 0.54 1.22
```
Positions in Å, forces in eV/Å.

The HOMO-LUMO gap (spin up / spin down) comes out at 0.256 / 0.234 Eh. The HOMO energy (spin up / spin down) comes out at -0.3052 / -0.2883 hartree. For the lowest unoccupied orbital energy (spin up / spin down), the calculation gives -1.335 / -1.465 eV.

These are the Löwdin partial charges, in e, on atoms 1 to 4:
1. C -0.53
2. P 0.30
3. S -0.06
4. I 0.46

=====

Energy above the lowest of the compared OMol25 structures with the same formula, charge and spin values, unit kcal/mol, following the record order: 28.2; 5.0; 5.3; 75.2.
Electronic energy values, unit eV, following the record order: -18156.79609; -64969.97217; -12793.05338; -29323.97768.